1.
16
Properties=species:S:1:pos:R:3:forces:R:3:lowdin_charge:R:1 method="wB97M-V/def2-TZVPD" smiles="C=C/C(C)=C/C" total_energy_ev=-6381.7864 orbital_gap_ev=9.54 de_lowest_ev=2.073
C -2.058831 0.418121 1.505698 -1.8834 -1.9237 0.9731 0.00
C -1.447516 0.802111 0.411780 -0.2617 0.9916 -1.2557 -0.18
C -0.219198 0.239848 -0.108513 0.2852 2.0578 -2.3951 -0.34
C 0.529428 1.096451 -1.166911 1.3909 0.9450 -1.5274 -0.08
C 0.179468 -0.976978 0.100352 2.7284 -3.1277 2.8302 -0.13
C 1.653015 -1.409683 -0.051771 0.8749 2.9487 -1.3997 -0.10
H -1.848266 -0.539194 2.050387 0.5454 1.2244 -0.3641 0.07
H -3.077211 0.747551 1.725108 0.4332 0.4507 0.0439 0.05
H -1.859766 1.610453 -0.229675 0.1270 -0.3938 0.8002 0.11
H 0.487193 0.673106 -2.240000 0.1782 -0.1287 1.7729 0.10
H 1.665880 1.346507 -0.996867 -2.1675 -0.7413 0.0463 0.10
H 0.065670 2.085145 -1.408549 0.1054 -0.5929 0.9577 0.06
H -0.301010 -1.713211 0.764150 -0.6379 0.7488 -0.3854 0.11
H 2.027157 -2.271299 0.447640 -0.5454 -0.9443 0.5191 0.04
H 2.396807 -0.551996 0.338499 -1.7071 -1.6322 -1.1410 0.12
H 1.807183 -1.556938 -1.141333 0.5346 0.1176 0.5249 0.07

---

2.
20
Properties=species:S:1:pos:R:3:forces:R:3:lowdin_charge:R:1 method="wB97M-V/def2-TZVPD" total_energy_ev=-8932.3818 orbital_gap_ev=8.58 de_lowest_ev=1.629
C 1.329991 2.175521 0.997417 0.6137 1.3470 0.6640 -0.12
C 0.998286 0.760203 1.257092 -0.1887 -0.8230 -1.1866 -0.14
C 0.455224 -0.010433 0.290477 -0.2439 -0.5579 0.7084 -0.37
C -0.075997 0.501318 -1.008810 0.0972 0.2995 -0.9052 -0.05
N 0.488584 -1.423651 0.322533 -0.7506 -0.1938 0.8393 -0.06
C 0.849096 -2.039018 1.605765 0.1930 0.8135 -0.2793 -0.12
H 0.894643 2.607353 0.099577 0.2942 -0.3564 -0.3162 0.06
H 1.039391 2.914011 1.753500 -0.2144 -0.4146 0.3999 0.07
H 2.432811 2.260980 1.005562 -0.3331 0.1518 -0.4815 0.08
H 1.532418 0.264068 2.056320 -0.2313 0.1386 0.2133 0.08
H 0.817020 0.549734 -1.650590 -0.3681 0.6344 -0.1294 0.10
H -0.657185 1.424759 -0.972456 0.7171 0.2928 0.2486 0.08
H -0.758447 -0.111268 -1.598399 0.0461 -0.8485 0.5472 0.06
H -0.401044 -1.799448 0.014718 0.1338 0.0662 -0.2553 0.11
H 0.594213 -3.087604 1.634069 0.2598 -0.3429 -0.3662 0.07
H 1.917134 -1.854397 1.727747 0.0188 -0.4532 0.2943 0.08
H 0.331216 -1.593501 2.460958 -0.0463 0.2443 -0.0085 0.08
O -3.636082 -0.395176 -3.506720 0.5892 0.6177 -1.6735 -0.04
H -4.512731 -0.487672 -3.877535 -0.2318 -0.1198 0.2330 0.03
H -3.638540 -0.655779 -2.611227 -0.3545 -0.4955 1.4538 0.00

---

3.
62
Properties=species:S:1:pos:R:3:forces:R:3:lowdin_charge:R:1 method="wB97M-V/def2-TZVPD" charge=-1 total_energy_ev=-70243.4729 orbital_gap_ev=8.41
N 0.636366 -0.070658 1.115563 1.6770 0.2881 4.3506 -0.63
O 0.485286 -0.195188 2.385293 -0.4422 -0.1147 -0.9135 -0.09
O -0.298394 -0.179138 0.374903 -2.2513 -0.2267 -2.0417 -0.02
O 1.768496 0.220792 0.741873 1.2301 0.1825 -1.3986 -0.05
C -1.348254 -3.138638 -3.213217 -0.1306 0.0420 1.8657 -0.11
C -0.794924 -2.599338 -1.842727 2.0043 0.6843 -1.2314 -0.20
O -1.207404 -3.432758 -0.836667 -2.4271 -2.5754 1.9439 -0.20
S -2.161684 -4.663908 -1.351457 4.7206 0.8485 -1.7710 0.72
O -3.275614 -4.846178 -0.475897 0.8978 -0.0952 -1.2626 -0.21
O -1.153244 -5.672438 -1.756427 -2.9765 0.8952 1.3610 -0.27
O -2.495064 -3.891988 -2.740527 -1.4728 -0.3583 -0.1473 -0.24
H -0.644844 -3.821908 -3.689097 -0.0146 -0.0272 0.1765 0.12
H -1.624254 -2.364698 -3.929417 -0.4823 -0.1515 0.3060 0.13
H -0.989354 -1.611758 -1.424447 -0.2986 0.3824 -1.0415 0.11
H 0.286466 -2.729398 -1.884957 0.2175 0.4142 -0.1329 0.13
C 3.737266 2.092552 -2.249437 0.1148 1.3074 1.2005 -0.18
C 3.379476 0.661092 -2.116087 -0.0064 -0.9340 1.7372 -0.26
O 2.455626 0.444822 -3.091957 -0.4586 -0.5971 -5.3221 -0.18
S 3.007376 1.191542 -4.502297 0.1805 -0.0094 0.8216 0.75
O 1.846386 1.412402 -5.333147 1.4952 0.1475 1.2678 -0.25
O 4.207076 0.628352 -5.118737 -1.9965 0.5376 1.4006 -0.26
O 3.502676 2.506102 -3.601937 -0.3724 -1.1714 -1.5069 -0.19
H 4.782316 2.183102 -1.953177 -0.0076 0.6005 -0.3319 0.13
H 3.088196 2.700492 -1.619187 0.1883 0.1961 -0.0592 0.12
H 2.719156 0.377392 -1.296577 0.9751 0.4138 1.1716 0.12
H 4.288896 0.062012 -2.162587 -0.2125 -0.5322 -0.2716 0.13
C 0.217976 3.381242 -0.355147 0.4175 -1.5599 -0.1367 -0.01
C -0.470144 3.804142 0.936423 0.2535 -0.3145 -1.7286 -0.54
O -0.429654 4.986352 1.206153 -0.7382 0.1835 1.3117 0.03
N -1.135554 2.773402 1.538173 -1.2114 -0.1146 1.2285 0.03
C -1.983974 2.777032 2.754433 1.6305 1.1080 0.6516 -0.06
H -0.274674 2.503492 -0.773417 -0.3086 0.0949 -0.2479 0.06
H 1.200186 2.953252 -0.154657 0.2804 0.2291 0.3547 0.06
H 0.348566 4.139382 -1.127327 -0.3395 0.2581 0.4739 0.08
H -0.902144 1.809632 1.346413 0.3741 0.2452 -0.8566 0.07
H -3.070974 2.757972 2.675853 0.1091 -0.2195 -0.7555 0.07
H -1.740834 3.665422 3.337313 -0.0585 0.2445 -0.0939 0.07
H -1.623634 1.964582 3.385443 -0.3101 -0.2588 -0.1457 0.08
C -3.513164 1.166312 0.128213 -0.4566 -0.0467 -1.5999 -0.01
C -4.845874 0.478082 -0.141887 -1.4007 -1.2685 1.5089 -0.51
O -5.601294 0.181812 0.792563 0.6940 0.5066 -0.8782 0.01
N -5.206584 0.146072 -1.420757 0.4404 0.5064 -1.0023 0.00
C -6.355584 -0.618668 -1.924687 0.2023 0.3694 -0.2025 -0.08
H -3.029854 0.774782 1.023313 -0.3199 0.2700 -0.1031 0.08
H -3.700224 2.239712 0.097823 -0.0389 0.0893 0.8003 0.09
H -2.844794 1.072392 -0.727687 0.2505 -0.4533 0.0302 0.07
H -4.517304 0.269182 -2.148657 0.0725 0.2108 0.4046 0.12
H -6.390464 -1.614838 -1.483627 -0.1074 0.0338 -0.2004 0.09
H -6.242794 -0.614208 -3.008827 0.6062 -0.7683 -0.0541 0.07
H -7.346464 -0.164738 -1.939467 0.0270 0.4486 1.2608 0.07
C 3.827296 -2.249218 2.223003 -0.9174 0.2107 0.8784 0.00
C 4.209306 -1.633718 3.543723 4.1447 -1.1409 0.2112 -0.56
O 5.392566 -1.832418 3.903183 -1.0816 0.2908 0.2662 -0.03
N 3.358076 -0.978598 4.311383 -1.9696 2.0325 0.3677 0.02
C 3.626666 -0.450038 5.663213 0.4126 -1.6304 0.0699 -0.06
H 3.912026 -1.494488 1.441153 -0.3195 -0.2440 -0.1240 0.08
H 2.814226 -2.615948 2.388253 -0.2658 0.0995 -0.8295 0.08
H 4.487596 -3.102558 2.068303 0.0337 0.3189 -0.0842 0.08
H 2.578546 -0.557878 3.826173 -0.4478 -0.2236 -0.0965 0.11
H 2.888686 0.221592 6.101843 -0.1218 0.2800 -0.9822 0.08
H 4.639886 -0.068958 5.790693 -0.0978 0.0920 -0.2578 0.08
H 3.526376 -1.332248 6.295463 0.4107 -0.0264 0.3904 0.08